(1)
Computed, not measured: a molecular structure, Cl5Mg, with ωB97M-V with the def2-TZVPD basis set.

Calculated values
- lowest unoccupied orbital energy (Eh) = 0.1360
- HOMO energy (eV) = -0.734
- net charge = -3

CARTESIAN COORDINATES (ANGSTROEM)
1 Cl 3.41343 2.40734 -0.65776
2 Cl -2.74972 -2.52279 -1.72484
3 Cl -2.45331 3.19678 -1.62677
4 Cl -1.08009 0.00064 3.65807
5 Cl 2.97008 -3.08197 0.46502
6 Mg -0.10038 0.00001 -0.11372

For reference, the Löwdin charges in units of e are:
1. Cl -0.841
2. Cl -0.789
3. Cl -0.842
4. Cl -0.766
5. Cl -0.861
6. Mg 1.098

(2)
Computed, not measured: a molecular structure, C4H6O7Pb in a non-equilibrium geometry, with ωB97M-V with the def2-TZVPD basis set.

Calculated values
- lowest unoccupied orbital energy (spin up / spin down) (Eh) = -0.0089 / -0.0963
- HOMO energy (spin up / spin down) (eV) = -10.662 / -6.247

CARTESIAN COORDINATES (ANGSTROEM)
1 Pb 2.81702 1.83802 -0.27820
2 O 2.51648 -1.92777 -0.33262
3 O -0.82738 -3.37453 0.10503
4 O -2.50199 -3.16676 2.55137
5 O 1.62607 0.11191 -0.75102
6 O 3.59785 -0.06550 0.16692
7 O -3.18667 -1.77791 0.93292
8 O -3.63359 -3.88886 0.75715
9 C -2.81633 -2.99667 1.37124
10 C 0.31172 -2.70364 0.45954
11 C 1.28607 -2.58894 -0.71857
12 C 2.57243 -0.63180 -0.31283
13 H 0.85773 -3.20409 1.29276
14 H -3.45457 -4.76068 1.12847
15 H -2.65684 -1.09141 1.39398
16 H 0.82896 -2.04472 -1.55426
17 H 0.10126 -1.66979 0.82379
18 H 1.60311 -3.57781 -1.06861

For reference, the Löwdin charges in units of e are:
1. Pb 1.047
2. O 0.060
3. O 0.067
4. O 0.066
5. O -0.255
6. O -0.231
7. O 0.114
8. O 0.115
9. C -0.665
10. C -0.237
11. C -0.110
12. C -0.832
13. H 0.170
14. H 0.128
15. H 0.142
16. H 0.136
17. H 0.145
18. H 0.139

(3)
Computed, not measured: 2 unconnected molecules or ions with the total composition C6H13NO in a non-equilibrium geometry, with ωB97M-V with the def2-TZVPD basis set.

Calculated values
- 2S+1 = 2
- energy above the lowest of the compared OMol25 structures with the same formula, charge and spin (kcal per mole) = 24.4
- lowest unoccupied orbital energy (spin up / spin down) (Eh) = -0.1304 / -0.2651
- HOMO energy (spin up / spin down) (eV) = -14.205 / -14.432
- net charge = +1
- expectation value of S² = 0.757

CARTESIAN COORDINATES (ANGSTROEM)
1 O 2.37937 2.01420 1.69765
2 N 1.54309 0.32672 -1.03157
3 C 0.49656 -0.45881 -0.58378
4 C -2.32145 -0.80307 1.28936
5 C 0.70299 -1.90477 -0.51971
6 C -0.74136 0.10312 -0.38540
7 C -1.91420 -0.63306 0.00855
8 C -0.87140 1.59909 -0.57902
9 H 2.41472 -0.17128 -0.91867
10 H 1.27863 -2.31811 -1.35581
11 H 1.38715 1.03387 -1.73264
12 H 2.13375 1.44483 0.95699
13 H -1.81723 -0.21620 2.04470
14 H -0.22696 -2.47423 -0.57458
15 H 1.25995 -2.33647 0.32543
16 H -2.42342 -1.16835 -0.78429
17 H -1.95003 1.77571 -0.61323
18 H -3.08016 -1.55520 1.46271
19 H 2.76268 1.38696 2.33078
20 H -0.66303 2.19161 0.31433
21 H -0.34964 2.16345 -1.35179

For reference, the Löwdin charges in units of e are:
1. O -0.052
2. N 0.218
3. C -0.246
4. C 0.108
5. C 0.002
6. C -0.155
7. C -0.136
8. C 0.008
9. H 0.139
10. H 0.109
11. H 0.137
12. H -0.018
13. H 0.085
14. H 0.099
15. H 0.120
16. H 0.134
17. H 0.101
18. H 0.084
19. H 0.051
20. H 0.116
21. H 0.096

(4)
Computed, not measured: C4H4O3 in the gas phase, with ωB97M-V with the def2-TZVPD basis set.

Calculated values
- energy above the lowest of the compared OMol25 structures with the same formula, charge and spin (kcal per mole) = 52.2
- SMILES string = O=CC1(C=O)CO1
- lowest unoccupied orbital energy (Eh) = 0.0060
- HOMO energy (eV) = -10.096

CARTESIAN COORDINATES (ANGSTROEM)
1 O 0.52500 -2.02092 1.06763
2 O -1.27636 0.57890 -0.59130
3 O 1.51384 0.62540 -1.68255
4 C 0.97824 -0.29906 -1.12240
5 C -0.11614 -0.07715 -0.08185
6 C -0.33510 -1.18868 0.90127
7 C -0.45028 1.31815 0.27753
8 H -0.85737 1.47612 1.27380
9 H 0.08528 2.15956 -0.17099
10 H 1.22091 -1.35700 -1.34665
11 H -1.28801 -1.21532 1.47551

For reference, the Löwdin charges in units of e are:
1. O 0.076
2. O 0.018
3. O 0.088
4. C -0.141
5. C -0.353
6. C -0.162
7. C -0.060
8. H 0.122
9. H 0.130
10. H 0.137
11. H 0.145

(5)
Computed, not measured: a molecular structure, C9H21IIrNO4P2 in a non-equilibrium geometry, with ωB97M-V with the def2-TZVPD basis set.

Calculated values
- 2S+1 = 6
- energy above the lowest of the compared OMol25 structures with the same formula, charge and spin (kcal per mole) = 6.1
- lowest unoccupied orbital energy (spin up / spin down) (Eh) = -0.3971 / -0.5558
- HOMO energy (spin up / spin down) (eV) = -16.375 / -21.255
- net charge = +3
- expectation value of S² = 8.770

CARTESIAN COORDINATES (ANGSTROEM)
1 Ir -0.00410 -0.39189 0.59919
2 I -0.00875 -2.61862 -0.40735
3 P 2.34563 -0.22636 0.47444
4 P -2.34669 -0.20896 0.45342
5 O 0.04632 0.41864 2.65965
6 O -0.06357 -1.69369 2.55944
7 O -0.01044 2.83464 -2.81930
8 O 0.01925 2.51755 -0.18934
9 N 0.00908 -0.69596 3.30784
10 C 2.95432 1.14215 1.51880
11 C 0.00680 1.36149 -0.05056
12 C 3.14401 -1.71829 1.14731
13 C -2.96922 0.12123 -1.21592
14 C -2.93618 1.12842 1.54665
15 C -0.01509 0.43587 -3.66859
16 C -0.01815 1.68051 -2.96773
17 C 2.97003 0.06660 -1.20226
18 C -3.14808 -1.72116 1.08331
19 H 2.34856 0.80628 -1.72152
20 H -4.13551 -1.44734 1.48042
21 H 0.89463 -0.13334 -3.38494
22 H 2.44891 1.10060 2.49514
23 H -2.30747 1.15954 2.44945
24 H -0.03069 0.60104 -4.76577
25 H 2.72851 2.10093 1.03455
26 H 2.97598 -0.86988 -1.77229
27 H -2.86509 2.08885 1.02034
28 H -3.25714 -2.45022 0.27259
29 H 3.56729 -1.48321 2.13314
30 H -2.34970 0.87396 -1.71953
31 H -3.97835 0.91732 1.82187
32 H 3.99092 0.46064 -1.12523
33 H -2.54300 -2.16233 1.88915
34 H -2.96590 -0.80621 -1.80086
35 H -3.99493 0.50340 -1.13919
36 H 2.41615 -2.53420 1.25042
37 H 3.94913 -2.03299 0.47035
38 H -0.90682 -0.14875 -3.36081
39 H 4.03935 1.02372 1.64371

For reference, the Löwdin charges in units of e are:
1. Ir 0.717
2. I 0.927
3. P 0.712
4. P 0.706
5. O -0.197
6. O -0.177
7. O 0.273
8. O 0.142
9. N -0.026
10. C -0.173
11. C -0.440
12. C -0.200
13. C -0.195
14. C -0.166
15. C 0.012
16. C -0.138
17. C -0.199
18. C -0.210
19. H 0.036
20. H 0.092
21. H 0.104
22. H 0.064
23. H 0.059
24. H 0.146
25. H 0.077
26. H 0.071
27. H 0.082
28. H 0.064
29. H 0.088
30. H 0.037
31. H 0.095
32. H 0.095
33. H 0.054
34. H 0.069
35. H 0.097
36. H 0.010
37. H 0.090
38. H 0.102
39. H 0.100

(6)
Computed, not measured: C6H9N in the gas phase in a non-equilibrium geometry, with ωB97M-V with the def2-TZVPD basis set.

Calculated values
- energy above the lowest of the compared OMol25 structures with the same formula, charge and spin (kcal per mole) = 129.7
- SMILES string = C=C1C[C@@H]2N[C@H]2C1
- lowest unoccupied orbital energy (Eh) = 0.0359
- HOMO energy (eV) = -8.449

CARTESIAN COORDINATES (ANGSTROEM)
1 N -0.00158 -2.11459 1.25636
2 C -0.84038 0.61827 0.76017
3 C 0.65251 -0.58942 -0.84675
4 C -0.77710 -0.90401 0.87101
5 C -0.03168 1.82777 -1.34447
6 C 0.73780 -1.09202 0.57532
7 C -0.22479 0.76746 -0.58485
8 H -1.88546 0.99257 0.67655
9 H 0.70069 1.80386 -2.17303
10 H 1.51879 -0.44776 1.17625
11 H 0.45064 -2.19007 2.23317
12 H 1.64448 -0.44665 -1.41598
13 H -0.24474 1.11654 1.49153
14 H -1.36886 -1.17403 0.02993
15 H -0.09402 -1.09426 -1.53815
16 H -0.23629 2.92635 -1.16706

For reference, the Löwdin charges in units of e are:
1. N 0.070
2. C -0.144
3. C -0.120
4. C -0.244
5. C 0.018
6. C -0.310
7. C -0.307
8. H 0.127
9. H 0.061
10. H 0.176
11. H 0.135
12. H 0.123
13. H 0.106
14. H 0.104
15. H 0.128
16. H 0.079

(7)
Computed, not measured: C4H9O2P in the gas phase in a non-equilibrium geometry, with ωB97M-V with the def2-TZVPD basis set.

Calculated values
- energy above the lowest of the compared OMol25 structures with the same formula, charge and spin (kcal per mole) = 87.0
- SMILES string = C=CC=[P@H](O)CO
- lowest unoccupied orbital energy (Eh) = 0.0258
- HOMO energy (eV) = -7.459

CARTESIAN COORDINATES (ANGSTROEM)
1 P -0.97729 -0.68642 0.42187
2 O -2.14065 -1.31678 -0.47319
3 O -1.70750 1.62841 -0.69414
4 C 2.93706 -0.24463 -0.24798
5 C 0.50741 -0.89670 -0.30404
6 C 1.71281 -0.14418 0.23548
7 C -1.49346 1.12625 0.59339
8 H -0.89606 1.85417 1.19043
9 H 0.59309 -1.87243 -0.82629
10 H 3.66022 0.49775 0.17559
11 H 3.10038 -0.85180 -1.12011
12 H -1.41114 -1.12105 1.61390
13 H 1.52897 0.50978 1.00544
14 H -1.02084 1.48207 -1.32248
15 H -2.40749 1.05694 1.14903
16 H -1.98551 -1.02137 -1.39690

For reference, the Löwdin charges in units of e are:
1. P 0.757
2. O -0.218
3. O -0.100
4. C -0.054
5. C -0.325
6. C -0.295
7. C -0.331
8. H 0.104
9. H 0.063
10. H 0.063
11. H 0.046
12. H 0.012
13. H 0.046
14. H 0.067
15. H 0.074
16. H 0.091

(8)
Computed, not measured: 3 unconnected molecules or ions with the total composition C11H17F6N2O9PS in a non-equilibrium geometry, with ωB97M-V with the def2-TZVPD basis set.

Calculated values
- energy above the lowest of the compared OMol25 structures with the same formula, charge and spin (kcal per mole) = 165.2
- SMILES string = NP(O)N(CCCC(F)(F)C(F)(F)F)S(=O)(=O)F.O=C1OCCO1.O=C1OCCO1
- lowest unoccupied orbital energy (Eh) = -0.0276
- HOMO energy (eV) = -9.117

CARTESIAN COORDINATES (ANGSTROEM)
1 S -2.15920 1.83255 -3.98037
2 P -2.20318 3.49154 -1.54935
3 F 1.30291 -3.95412 -2.93121
4 F -0.53155 -2.96893 0.17784
5 F -1.08515 -3.18414 -2.21135
6 F 2.50272 -3.13428 -0.89996
7 F 0.98925 -4.99169 -0.69899
8 F -1.16827 1.15105 -5.25062
9 O 3.24776 -2.83002 2.98503
10 O 2.99815 -2.47025 5.23004
11 O 0.04030 2.80438 1.17265
12 O -3.37870 0.92876 -3.68221
13 O -2.74985 3.15196 -4.61513
14 O -1.10774 3.35863 3.02983
15 O -2.23411 2.55954 1.20650
16 O -2.06817 5.13314 -2.17246
17 O 2.54563 -4.51382 4.30644
18 N -1.24688 2.34097 -2.58354
19 N -3.94733 3.12782 -1.61791
20 C 1.24978 -3.70885 -1.44125
21 C 0.26632 3.39388 3.36570
22 C 3.26660 -4.00785 2.20115
23 C -1.19238 2.87952 1.75431
24 C 2.93563 -3.20647 4.25960
25 C -0.67025 -0.24897 -2.35425
26 C -0.07715 -2.71164 -1.23555
27 C 0.94338 3.46960 2.03572
28 C -0.91197 1.20764 -1.64220
29 C 2.39009 -4.94468 2.96736
30 C 0.29196 -1.11867 -1.32385
31 H 2.88585 -3.81055 1.19529
32 H 1.40527 -0.96871 -1.72247
33 H -4.52825 3.99476 -1.73583
34 H -0.05593 -0.19051 -3.37578
35 H -1.74500 -0.72995 -2.50538
36 H 4.29850 -4.36698 2.12705
37 H 1.91734 2.97257 2.03536
38 H 1.06957 4.50049 1.68870
39 H -1.71977 1.14588 -0.79782
40 H 0.52033 2.47981 3.91274
41 H 1.33539 -4.85420 2.68719
42 H 0.12541 1.50048 -1.12906
43 H 2.69898 -5.98782 2.85742
44 H -2.94305 5.26338 -2.66588
45 H 0.28738 -0.59182 -0.25261
46 H -4.28013 2.54758 -0.81702
47 H 0.48952 4.25900 3.99611

For reference, the Löwdin charges in units of e are:
1. S 0.829
2. P 0.961
3. F 0.022
4. F -0.025
5. F 0.018
6. F 0.026
7. F 0.017
8. F -0.268
9. O 0.061
10. O 0.130
11. O 0.028
12. O -0.344
13. O -0.389
14. O 0.071
15. O 0.055
16. O -0.313
17. O 0.065
18. N -0.400
19. N -0.152
20. C -0.132
21. C -0.135
22. C -0.139
23. C -0.523
24. C -0.516
25. C -0.168
26. C -0.176
27. C -0.133
28. C -0.301
29. C -0.137
30. C -0.078
31. H 0.106
32. H 0.144
33. H 0.060
34. H 0.134
35. H 0.127
36. H 0.140
37. H 0.140
38. H 0.140
39. H 0.110
40. H 0.140
41. H 0.136
42. H 0.132
43. H 0.139
44. H 0.059
45. H 0.144
46. H 0.056
47. H 0.140